Density functional theory data (ωB97M-V/def2-TZVPD) for a structure of composition C54H115F14N20O31S14.

```
248
Properties=species:S:1:pos:R:3:forces:R:3:mulliken_charge:R:1
C 2.828 -3.431 3.304 0.7 0.0 -0.6 -0.54
C 3.009 -4.706 2.450 0.6 0.8 0.4 -0.75
N 4.422 -5.059 1.981 -0.3 0.2 -0.5 0.31
C 5.300 -5.283 3.187 0.5 -1.4 -1.5 -1.02
C 4.380 -6.399 1.142 1.7 0.6 1.0 -0.25
C 3.586 -7.520 1.759 0.1 0.1 -0.8 -1.06
C 5.097 -3.907 1.207 -1.7 -1.0 -0.5 -1.32
C 4.329 -3.401 -0.031 -1.5 0.6 -0.3 0.28
O 3.870 -4.459 -0.905 0.1 1.5 -0.2 -0.51
C 3.179 -3.880 -2.067 0.8 -1.6 0.0 -0.86
H 3.460 -3.419 4.211 -0.5 0.0 -0.4 0.27
H 1.784 -3.466 3.576 -0.3 0.0 0.5 -0.06
H 2.933 -2.466 2.772 0.3 -0.6 0.1 -0.21
H 2.339 -4.696 1.606 0.1 0.0 -0.5 0.34
H 2.726 -5.534 3.071 -0.2 -0.5 0.2 0.84
H 4.806 -6.080 3.770 0.5 0.6 0.1 0.37
H 5.456 -4.349 3.717 0.0 -0.1 0.1 0.42
H 6.255 -5.684 2.719 -0.9 0.6 1.1 0.38
H 5.440 -6.693 1.094 -0.2 0.2 0.0 0.42
H 4.072 -6.176 0.140 -0.4 0.4 -0.2 0.31
H 3.826 -7.724 2.791 0.1 -0.1 0.3 0.29
H 3.870 -8.419 1.155 -0.7 0.6 0.5 0.39
H 2.548 -7.216 1.668 -0.4 -0.8 0.0 0.26
H 6.075 -4.250 0.940 0.5 -0.4 -0.2 0.57
H 5.207 -3.151 1.956 0.0 0.9 0.1 0.36
H 5.005 -2.733 -0.607 -0.3 -0.2 0.5 0.70
H 3.392 -2.778 0.229 1.5 -0.7 0.0 -0.15
H 2.121 -3.689 -1.855 0.3 0.5 0.2 0.23
H 3.199 -4.690 -2.802 -0.2 0.0 0.1 0.40
H 3.770 -3.086 -2.551 -0.4 0.2 0.6 0.40
C 1.037 2.673 1.070 0.5 -1.0 -1.9 0.14
C -0.370 2.420 1.453 -0.7 -0.4 1.7 0.30
N -0.691 0.950 1.906 0.0 -0.1 -1.1 0.97
C -0.355 0.760 3.380 -1.9 1.3 -1.5 -1.49
C -2.217 0.837 1.802 -0.3 -0.1 -0.6 -0.08
C -2.977 -0.472 2.316 1.1 1.6 0.0 -0.94
C 0.114 -0.048 1.036 1.2 0.1 1.3 -0.23
C -0.213 -0.218 -0.415 -1.7 1.2 0.0 -1.37
O -1.464 -0.886 -0.466 0.0 -0.1 0.6 0.65
C -2.199 -0.748 -1.656 1.2 -0.6 -0.6 -0.87
H 1.205 2.318 0.036 0.0 0.1 0.3 0.19
H 1.779 2.183 1.651 0.5 -0.5 0.9 -0.33
H 1.300 3.701 1.061 -0.3 1.1 0.2 -0.68
H -1.070 2.702 0.689 -0.3 -0.2 -0.6 0.71
H -0.662 3.028 2.313 0.1 -0.1 0.1 -0.01
H -1.197 1.334 3.849 1.2 -0.6 0.3 0.35
H 0.626 1.106 3.589 0.7 0.4 0.1 0.45
H -0.442 -0.284 3.527 -0.1 -0.9 0.6 0.44
H -2.395 0.998 0.723 -0.2 -0.5 0.5 0.15
H -2.588 1.765 2.278 0.2 -0.8 0.1 0.42
H -3.921 -0.391 1.804 -0.3 -0.2 -0.2 -0.13
H -3.230 -0.502 3.394 0.6 0.3 -0.5 0.00
H -2.459 -1.361 1.979 0.1 -0.2 -0.1 0.51
H 0.109 -1.053 1.455 -0.7 0.0 0.5 0.51
H 1.175 0.233 1.203 -0.6 0.1 -0.4 -0.15
H 0.541 -0.800 -0.916 0.6 -0.1 -0.2 0.82
H -0.343 0.760 -0.907 0.4 -0.1 -0.1 -0.26
H -3.020 -1.434 -1.546 -0.7 0.1 -0.1 0.12
H -1.598 -1.119 -2.494 -0.1 0.1 0.0 0.02
H -2.458 0.284 -1.903 -0.3 0.1 0.3 0.31
C 7.318 4.556 3.236 0.2 0.9 0.4 -1.47
C 6.297 4.338 2.122 -1.8 -0.5 2.6 0.37
N 5.009 5.183 2.256 0.1 0.2 -2.1 0.26
C 5.278 6.650 2.147 -3.6 -0.5 1.2 -1.02
C 4.001 4.740 1.131 0.8 -1.5 1.9 2.05
C 4.452 4.836 -0.278 -0.8 0.0 -0.6 -1.99
C 4.278 5.011 3.494 1.0 -0.8 3.2 -0.72
C 3.911 3.540 3.879 0.4 0.6 1.1 -0.10
O 2.577 3.210 3.839 -1.2 0.0 -0.8 0.40
C 1.852 3.402 5.047 -0.2 0.3 0.2 -1.03
H 8.220 3.984 3.010 -0.4 -0.5 0.2 0.44
H 6.896 4.342 4.230 0.4 -0.5 -0.4 0.29
H 7.749 5.572 3.346 -0.6 -0.2 -0.5 0.36
H 5.911 3.299 2.157 0.7 0.8 -0.3 -0.18
H 6.695 4.533 1.188 0.7 0.5 -1.9 0.58
H 4.235 7.106 2.275 1.6 -0.2 -0.7 0.24
H 5.715 6.823 1.241 0.9 0.7 -2.5 0.49
H 5.888 7.038 2.910 0.9 0.0 1.2 0.42
H 3.109 5.261 1.442 -0.3 0.3 -0.6 -0.39
H 3.866 3.665 1.372 -0.1 0.6 -0.1 -0.81
H 5.291 4.191 -0.495 0.2 0.0 0.1 0.60
H 4.664 5.867 -0.529 -0.1 0.1 -0.5 0.34
H 3.602 4.417 -0.885 0.8 0.7 0.4 0.22
H 3.462 5.746 3.640 0.2 -0.6 -0.6 0.51
H 5.050 5.299 4.244 -0.7 0.0 -0.2 0.58
H 4.196 3.368 4.932 0.6 0.2 -0.4 0.54
H 4.474 2.844 3.271 -0.1 -0.1 0.0 -0.91
H 0.817 3.615 4.745 0.1 -0.7 0.4 0.07
H 2.142 4.287 5.606 0.4 0.5 -0.2 0.67
H 2.017 2.576 5.760 -0.5 -0.1 -0.6 0.25
C -0.831 7.924 -3.028 0.9 1.4 0.4 -1.41
C -0.707 6.707 -2.196 -0.3 -2.0 -0.8 0.72
N -2.061 6.124 -2.038 -1.1 -0.8 0.1 0.43
C -2.707 5.779 -0.886 0.2 0.0 1.9 -0.74
C -3.941 5.286 -1.181 -0.4 0.1 -0.6 -0.57
N -4.031 5.343 -2.554 -0.2 -0.3 -0.4 0.25
C -2.893 5.806 -3.038 0.5 0.4 0.7 -0.81
C -5.168 4.964 -3.405 -0.9 0.1 0.2 -0.81
H -1.537 8.591 -2.521 0.1 0.1 -0.4 0.42
H -1.114 7.704 -4.051 -0.2 0.0 -0.1 0.44
H 0.151 8.426 -3.050 -0.4 -0.1 -0.1 0.39
H -0.203 6.773 -1.246 -0.3 0.4 0.4 -0.40
H -0.188 5.917 -2.734 0.5 0.0 -0.1 0.00
H -2.238 5.895 0.091 -0.1 0.0 -0.4 0.89
H -4.827 4.944 -0.654 0.7 0.2 0.4 0.58
H -2.681 5.899 -4.056 0.2 0.2 -1.3 0.65
H -6.091 4.828 -2.802 0.8 0.0 0.0 0.31
H -4.966 4.039 -3.951 0.1 0.3 0.0 0.28
H -5.400 5.790 -4.088 0.3 -0.4 0.0 0.35
C -0.604 -4.393 5.984 -1.5 -0.9 -0.3 -1.23
C -1.525 -3.870 4.829 0.4 0.5 0.6 1.14
N -2.882 -4.441 4.935 1.0 0.5 -0.8 0.47
C -3.856 -3.973 5.736 -2.0 -0.7 1.7 -0.13
C -4.871 -4.916 5.730 1.6 0.4 -0.5 -0.86
N -4.466 -5.922 4.859 0.4 2.2 -0.2 0.08
C -3.278 -5.551 4.348 -0.6 -1.7 -0.3 -0.08
C -5.264 -6.987 4.298 0.3 0.0 0.3 -0.91
H 0.385 -4.429 5.583 0.8 0.1 0.0 0.26
H -0.916 -5.461 6.163 0.4 0.9 0.0 0.40
H -0.628 -3.828 6.935 -0.1 -0.1 -0.8 0.29
H -1.129 -4.185 3.858 -0.1 0.1 0.2 -0.64
H -1.649 -2.770 4.846 0.2 -0.5 0.0 -0.16
H -3.806 -3.110 6.400 0.4 -0.1 -0.4 0.37
H -5.684 -5.019 6.402 -0.7 0.0 0.1 0.55
H -2.829 -6.126 3.516 0.2 0.7 0.7 0.54
H -5.717 -6.737 3.340 -0.1 0.2 0.2 0.25
H -5.961 -7.268 5.064 -0.6 -0.3 0.0 0.43
H -4.557 -7.770 4.162 0.2 -1.0 -0.4 0.37
C -0.046 -4.801 -10.127 -1.3 -1.0 -1.1 -1.03
C -0.929 -4.928 -8.941 -1.6 -0.6 2.1 -0.35
N -1.780 -3.657 -8.688 -0.1 -0.5 -1.0 0.29
C -2.519 -3.069 -9.700 -1.0 0.3 0.1 -0.34
C -3.172 -2.000 -9.143 0.3 -0.7 -0.7 -0.55
N -2.853 -1.919 -7.834 1.6 -1.6 -0.3 0.27
C -1.976 -2.952 -7.574 -0.8 1.2 -1.0 -0.02
C -3.346 -0.871 -6.957 -0.1 -0.2 2.1 -0.65
H -0.712 -4.499 -10.967 0.9 -0.2 0.2 0.36
H 0.349 -5.811 -10.331 -0.1 0.5 -0.1 0.35
H 0.762 -4.140 -9.991 0.9 1.0 0.1 0.28
H -0.397 -5.075 -7.982 -0.1 0.1 -0.6 0.27
H -1.632 -5.840 -9.079 0.8 1.8 0.3 0.28
H -2.676 -3.507 -10.687 0.4 0.2 0.5 0.36
H -3.803 -1.248 -9.548 -0.4 0.2 -0.5 0.50
H -1.420 -3.056 -6.688 0.3 -0.3 1.0 0.18
H -3.426 0.117 -7.426 0.5 -0.4 -0.2 0.32
H -2.642 -0.847 -6.086 -0.8 0.3 -0.7 0.15
H -4.363 -1.146 -6.587 0.8 0.1 -0.3 0.26
C 5.657 -1.542 -8.754 -0.7 1.2 -0.2 -1.59
C 5.371 -1.576 -7.253 0.3 -0.4 1.2 0.09
N 4.625 -0.409 -6.676 0.5 -1.5 -0.9 0.52
C 4.413 0.691 -7.401 -2.0 2.8 1.3 -0.46
C 3.672 1.564 -6.578 1.4 -0.4 -1.8 -0.56
N 3.573 0.948 -5.375 -0.9 -0.1 -0.3 0.37
C 4.065 -0.287 -5.472 1.0 0.2 0.4 -1.13
C 2.883 1.404 -4.172 -1.3 0.0 -0.6 -0.85
H 4.692 -1.538 -9.278 0.3 0.0 -0.1 0.41
H 6.200 -2.407 -9.071 0.1 -0.9 0.2 0.40
H 6.295 -0.725 -9.162 -0.6 -0.1 0.8 0.37
H 6.289 -1.604 -6.663 0.1 -0.2 -0.2 0.31
H 4.783 -2.463 -6.963 0.3 0.3 -0.4 0.24
H 4.733 0.835 -8.404 0.1 -0.1 -0.4 0.47
H 3.269 2.544 -6.828 0.1 -0.4 0.4 0.54
H 4.090 -1.003 -4.660 0.0 0.1 -0.3 0.97
H 2.331 2.345 -4.245 0.7 0.1 -0.7 0.22
H 3.607 1.465 -3.409 0.6 -0.2 1.2 0.58
H 2.072 0.701 -4.017 0.1 -0.4 0.6 0.01
C -9.684 0.385 5.047 0.1 -0.7 0.5 -1.24
C -8.262 0.081 4.643 0.5 -0.1 -0.6 0.24
N -8.135 -1.021 3.621 1.0 3.1 -0.7 0.15
C -8.359 -2.310 3.706 -0.2 -2.6 0.1 -0.26
C -7.709 -2.951 2.705 0.3 -0.3 -0.2 -0.70
N -7.078 -1.946 1.956 -0.1 -2.0 0.6 0.29
C -7.394 -0.822 2.520 -0.5 2.2 1.3 -0.51
C -6.177 -2.013 0.822 0.0 -1.3 -0.9 -0.95
H -10.382 -0.403 4.716 0.2 0.5 0.2 0.33
H -9.924 1.341 4.621 -0.7 0.3 0.0 0.37
H -9.682 0.440 6.145 -0.5 0.1 -0.4 0.32
H -7.674 -0.217 5.524 0.1 0.1 -0.6 0.39
H -7.800 0.968 4.153 -0.1 -0.8 0.6 -0.23
H -8.970 -2.752 4.439 -0.4 -0.3 0.8 0.50
H -7.630 -4.028 2.563 0.1 0.6 -0.4 0.47
H -7.184 0.197 2.233 0.6 -0.3 -0.3 0.73
H -5.756 -1.049 0.802 0.6 1.2 -0.6 0.27
H -6.766 -2.239 -0.073 0.2 0.2 0.1 0.31
H -5.323 -2.730 0.848 -0.9 0.2 0.7 0.39
N 5.478 -0.322 0.988 0.9 0.4 0.1 -0.38
S 5.455 0.130 2.489 -2.9 -2.6 1.0 1.02
O 5.984 1.416 2.821 0.3 -0.9 0.1 -0.60
O 5.681 -1.081 3.326 -0.4 3.3 -1.9 -0.58
F 3.712 0.450 2.618 2.6 -0.5 0.2 -0.27
S 4.909 0.511 -0.233 -2.0 -3.6 2.0 0.81
O 5.320 -0.076 -1.433 0.7 -0.8 -1.7 -0.62
O 4.806 1.885 -0.133 0.1 3.4 0.6 -0.17
F 3.354 0.013 -0.065 0.6 0.4 -0.5 -0.09
N -2.108 3.001 -4.950 0.8 1.1 -0.2 -0.10
S -2.318 3.940 -6.231 -0.6 -2.9 -0.9 0.97
O -1.211 4.634 -6.772 0.3 0.3 0.2 -0.55
O -3.586 4.562 -6.111 -0.5 0.4 0.1 -0.56
F -2.557 2.719 -7.389 0.0 1.4 1.1 -0.35
S -0.632 2.385 -4.897 0.4 2.0 -0.2 0.78
O 0.451 3.324 -4.913 0.0 0.1 -0.3 -0.67
O -0.549 1.261 -5.740 0.4 -1.6 -0.2 -0.57
F -0.562 1.954 -3.407 -0.8 -0.9 0.7 0.02
N -2.103 -6.066 1.657 1.4 1.0 -1.6 -0.30
S -0.573 -5.750 1.189 -2.1 1.3 3.3 0.97
O -0.078 -6.275 0.021 0.8 -1.7 -3.3 -0.53
O 0.145 -5.906 2.390 1.4 0.0 1.6 -0.64
F -0.519 -4.184 0.911 -0.5 0.0 0.2 -0.04
S -3.084 -6.074 0.416 -2.4 -2.6 -0.7 0.87
O -2.965 -7.226 -0.418 0.7 0.5 0.0 -0.61
O -3.495 -4.850 -0.148 0.7 1.8 -0.5 -0.48
F -4.440 -6.430 1.210 0.1 -0.1 1.0 -0.31
N -1.069 -0.974 7.276 0.0 -0.2 -0.8 -0.34
S 0.371 -0.596 6.724 -1.7 1.7 -0.1 0.90
O 0.424 0.426 5.707 0.0 -0.4 1.1 -0.29
O 1.102 -1.783 6.452 0.5 -0.3 0.7 -0.57
F 0.940 0.146 8.029 0.2 -0.9 -0.8 -0.28
S -2.472 -0.253 7.140 1.2 2.5 -1.0 1.02
O -3.391 -1.037 7.879 -0.8 -0.4 0.3 -0.68
O -2.896 0.275 5.839 1.0 -1.2 1.7 -0.38
F -2.217 1.118 8.011 -0.4 -1.4 -0.8 -0.33
N -3.874 2.892 3.990 1.6 1.7 -1.3 -0.07
S -3.464 4.345 3.303 -1.6 2.2 -0.4 1.00
O -3.830 4.618 1.896 0.2 -1.3 2.7 -0.45
O -2.153 4.759 3.671 0.2 -1.2 0.1 -0.52
F -4.378 5.389 4.210 0.6 -1.5 -1.3 -0.34
S -5.262 2.296 3.702 -2.2 1.4 3.1 1.18
O -5.321 0.892 3.686 0.8 -2.4 -1.2 -0.40
O -6.115 3.049 2.868 -0.6 0.4 -1.5 -0.74
F -6.073 2.450 5.141 0.9 0.6 -0.5 -0.42
N 1.906 7.535 1.647 3.5 0.8 -0.5 -0.23
S 2.185 8.229 0.266 -0.7 -1.9 0.8 1.22
O 3.442 8.860 0.203 1.0 -0.2 0.0 -0.63
O 1.042 8.918 -0.191 -0.7 0.1 -1.2 -0.60
F 2.342 6.829 -0.650 -0.1 1.6 0.2 -0.26
S 0.578 6.880 1.955 -2.2 1.6 2.2 0.70
O 0.112 6.003 0.968 -0.9 -2.0 -2.0 -0.35
O -0.338 7.831 2.490 -0.1 -0.6 0.4 -0.73
F 1.019 5.907 3.131 0.1 0.3 0.0 -0.08
N 0.581 -3.436 -5.418 1.1 -0.5 -1.3 -0.52
S 0.030 -2.839 -4.110 -2.1 0.2 -1.8 0.96
O 0.617 -1.654 -3.718 1.8 3.7 0.7 0.09
O -0.267 -3.752 -3.121 -0.9 -2.7 1.9 -0.54
F -1.503 -2.378 -4.669 1.5 -0.4 0.4 -0.36
S 1.911 -3.032 -6.177 0.4 0.0 0.1 1.13
O 1.788 -3.560 -7.511 0.6 0.1 0.9 -0.58
O 3.183 -3.135 -5.446 -2.3 -0.1 -1.0 -0.62
F 1.786 -1.456 -6.411 -0.2 -0.3 0.2 -0.16
```
Positions in Å, forces in eV/Å.

Calculated values
- Net charge: +1
- Kohn-Sham gap: 9.197 eV
- Spin multiplicity: 1
- Molar mass: 2255.5 g mol⁻¹
- Highest occupied orbital energy: -10.75 eV